Entry 1:
# C3H3CoO3

A molecular structure, C3H3CoO3 at a distorted geometry (ωB97M-V/def2-TZVPD, the OMol25 dataset).

Structure (XYZ):
```
10
C3H3CoO3 | the OMol25 dataset | ωB97M-V/def2-TZVPD
O 0.49 1.08 0.48
Co 3.07 -0.32 -1.25
O 1.96 -0.50 0.10
C 0.88 -0.14 0.52
O -0.29 -0.99 0.53
C -0.94 -1.29 -0.59
H -1.58 -2.13 -0.26
C -0.90 1.39 0.22
H -1.10 1.96 -0.68
H -1.58 0.95 0.95
```

Values from the calculation:
Calculated total energy, eV: -46900.0699
Orbital gap (spin up / spin down), eV: 6.3715 / 4.6074
⟨S²⟩: 6.0263
Relative energy (zero: lowest compared OMol25 entry of this formula, charge and spin), kcal per mole: 100.2
2S+1: 5
Charge: +2
Max |F|, eV Å⁻¹: 5.562

Entry 2:
# C3H3CsLiO3

A molecular structure, C3H3CsLiO3 at a distorted geometry (ωB97M-V/def2-TZVPD, the OMol25 dataset).

Structure (XYZ):
```
11
C3H3CsLiO3 | the OMol25 dataset | ωB97M-V/def2-TZVPD
C -1.40 0.32 0.45
C -0.08 -0.25 0.08
O 0.79 0.80 -0.31
O -2.17 -0.06 1.30
H -0.24 -0.97 -0.74
H 0.31 -0.82 0.94
O 2.36 -0.74 -0.62
C 2.09 0.47 -0.66
Li -4.10 0.01 1.52
Cs 6.39 0.45 -1.82
H -3.95 0.79 -0.15
```

Values from the calculation:
Calculated total energy, eV: -10048.5496
Orbital gap (spin up / spin down), eV: 4.0466 / 4.0449
⟨S²⟩: 0.7530
Relative energy (zero: lowest compared OMol25 entry of this formula, charge and spin), kcal per mole: 75.6
2S+1: 2
Charge: 0
Max |F|, eV Å⁻¹: 1.846